Record 1
9
Properties=species:S:1:pos:R:3:forces:R:3:nbo_charge:R:1 method="wB97M-V/def2-TZVPD" homo_energy_ev=-15.8 total_charge=+1 multiplicity=1 orbital_gap_ev=11.584 energy_ev=-8838.045 lumo_energy_ev=-4.2
F 0.234 1.583 0.211 -0.42 -0.54 -0.10 -0.22
O 2.059 -0.325 -0.057 0.39 0.31 -0.36 -0.48
N -1.530 0.245 -0.161 -0.10 0.27 0.08 -0.74
N 0.738 -0.638 -0.105 -3.39 3.45 0.98 -0.29
C -0.250 0.408 -0.014 3.69 -3.16 -0.56 0.88
H -1.947 -0.660 -0.344 0.12 0.10 0.00 0.45
H 0.491 -1.609 -0.254 0.08 0.13 0.01 0.42
H -2.144 1.056 -0.116 0.15 -0.18 0.04 0.46
H 2.349 -0.060 0.839 -0.53 -0.37 -0.09 0.50

=====

Record 2
13
Properties=species:S:1:pos:R:3:forces:R:3:nbo_charge:R:1 method="wB97M-V/def2-TZVPD" homo_energy_ev=-7.5 total_charge=0 multiplicity=1 orbital_gap_ev=8.147 energy_ev=-6216.608 lumo_energy_ev=0.6
N -0.208 2.283 0.773 -0.83 0.02 0.14 -0.60
N 0.958 -1.771 -0.422 -3.11 -0.24 3.76 -0.50
C 0.976 -0.571 0.021 1.31 -0.32 -4.50 0.04
C -0.844 1.999 1.833 -0.86 -0.13 -0.56 -0.04
C 0.171 -2.132 -1.603 1.72 -0.23 -0.46 -0.42
H 0.833 -2.490 -2.396 -0.26 0.03 -0.32 0.19
H -0.477 -1.320 -1.936 0.29 0.11 -0.16 0.19
H -1.001 0.958 2.116 0.75 -0.05 0.34 0.16
H -0.451 3.239 0.494 0.73 0.05 0.24 0.34
H -1.460 2.700 2.402 0.10 0.17 -0.06 0.15
H -0.475 -2.961 -1.308 0.07 0.04 -0.03 0.21
H 0.553 0.033 0.817 1.02 -1.00 1.44 0.19
H 1.425 0.033 -0.790 -0.93 1.55 0.17 0.10

=====

Record 3
14
Properties=species:S:1:pos:R:3:forces:R:3:nbo_charge:R:1 method="wB97M-V/def2-TZVPD" homo_energy_ev=-10.2 total_charge=0 multiplicity=1 orbital_gap_ev=10.341 energy_ev=-8371.784 lumo_energy_ev=0.2
O 2.698 0.028 0.163 -0.35 -0.25 -0.07 -0.52
O -1.864 -0.380 2.119 0.00 0.34 -0.09 -0.94
C 0.363 1.312 -0.915 -0.04 0.09 0.00 -0.66
C -0.607 -0.995 -0.566 0.13 0.03 -0.09 -0.31
C 0.414 -0.134 -0.504 -0.11 -0.06 -0.05 -0.14
C 1.707 -0.650 0.019 0.25 0.13 0.06 0.40
H 1.113 1.886 -0.365 -0.12 -0.08 -0.05 0.24
H -1.014 -0.175 1.706 -0.16 -0.11 0.08 0.47
H -1.593 -0.710 -0.922 0.15 0.02 0.06 0.21
H -0.489 -2.032 -0.258 0.04 0.17 -0.02 0.21
H 0.593 1.425 -1.980 -0.01 -0.06 0.14 0.23
H -2.398 0.408 1.950 0.08 -0.21 0.12 0.47
H -0.627 1.745 -0.738 0.13 -0.09 -0.04 0.22
H 1.704 -1.726 0.292 0.01 0.09 -0.04 0.11

=====

Record 4
39
Properties=species:S:1:pos:R:3:forces:R:3:nbo_charge:R:1 method="wB97M-V/def2-TZVPD" homo_energy_ev=-9.4 total_charge=0 multiplicity=1 orbital_gap_ev=8.539 energy_ev=-173224.904 lumo_energy_ev=-0.9
Ir -2.306 0.688 -0.858 -0.11 0.26 0.36 1.28
Br -2.842 -1.584 1.537 -0.01 0.04 0.02 0.15
Se -4.005 -0.910 -2.398 0.02 -0.09 0.16 2.70
O -2.352 4.559 0.401 0.03 -0.01 0.03 -0.58
O -4.285 0.346 -1.276 0.06 0.10 -0.13 -0.99
O -4.303 -0.515 -3.908 -0.06 0.03 0.01 -0.96
O -2.215 2.700 -0.841 0.02 0.09 -0.01 -0.65
O -2.260 -0.771 -2.087 0.18 -0.25 -0.22 -0.96
O -4.477 -2.329 -1.848 -0.07 0.00 0.00 -0.98
N 6.909 -4.501 -0.936 0.00 0.00 0.01 -0.28
N -0.263 0.721 -0.643 -0.01 0.01 -0.08 -0.46
N -2.670 1.144 1.093 0.00 -0.09 -0.18 -0.41
N 1.776 -0.072 -0.671 0.01 0.00 -0.02 -0.35
C 6.038 -3.752 -0.892 0.00 0.00 -0.01 0.27
C 2.606 -2.362 -0.555 0.00 0.00 0.04 -0.25
C -2.921 0.226 2.026 -0.03 -0.02 0.01 0.15
C 0.607 1.788 -0.570 -0.04 -0.07 -0.05 -0.05
C 5.191 -1.456 -1.006 0.00 0.00 0.01 -0.14
C 4.950 -2.815 -0.838 -0.01 0.00 0.01 -0.18
C 4.145 -0.553 -0.953 0.01 0.00 -0.04 -0.24
C -2.740 2.446 1.412 0.07 0.05 0.03 0.11
C 2.851 -1.004 -0.726 0.00 0.00 0.00 0.25
C 1.872 1.306 -0.593 0.01 0.03 0.09 -0.08
C 3.652 -3.263 -0.614 0.01 0.00 -0.01 -0.12
C -2.420 3.362 0.260 -0.11 -0.09 0.02 0.74
C -3.052 2.880 2.679 0.00 -0.02 -0.01 -0.20
C 0.459 -0.372 -0.704 0.03 0.00 -0.01 0.23
C -3.315 1.927 3.650 -0.02 0.00 0.03 -0.13
C -3.250 0.583 3.324 0.01 0.03 -0.04 -0.25
H -3.573 2.223 4.658 0.00 0.00 0.00 0.23
H -3.084 3.945 2.863 0.00 0.00 0.00 0.26
H 2.810 1.825 -0.546 0.02 -0.01 0.02 0.23
H 1.610 -2.732 -0.364 -0.02 0.02 0.01 0.23
H 0.253 2.802 -0.540 0.01 0.02 0.00 0.25
H -3.455 -0.190 4.048 0.01 0.00 0.00 0.25
H 3.462 -4.319 -0.481 0.00 0.00 0.00 0.24
H 0.046 -1.360 -0.809 0.01 -0.02 -0.03 0.24
H 6.198 -1.106 -1.185 0.00 0.00 0.00 0.24
H 4.351 0.495 -1.107 -0.02 0.01 -0.01 0.23